1.
Computed, not measured: the molecule C4H5N3O, with wB97M-V/def2-TZVPD.

Geometry as ORCA input:
```
! RIJCOSX wB97M-V def2-TZVPD def2/J DEFGRID3
* xyz 0 1
C 1.855 -0.778 1.380
C -0.549 -0.827 -0.870
C -1.665 -0.062 -0.913
C -1.275 1.260 -0.348
H 2.846 -1.067 1.654
H 1.210 -0.277 2.167
H -0.617 -1.904 -1.162
H -2.611 -0.216 -1.422
H 0.577 1.816 -0.191
N 1.505 -1.023 0.193
N 0.532 -0.250 -0.327
N 0.060 1.010 0.044
O -1.869 2.319 -0.205
*
```

- SMILES = C=Nn1ccc(=O)[nH]1
- orbital gap (eV) = 8.905

=====

2.
Computed, not measured: the molecule C4H5N3O, with wB97M-V/def2-TZVPD.

Geometry as ORCA input:
```
! RIJCOSX wB97M-V def2-TZVPD def2/J DEFGRID3
* xyz 0 1
C -2.102 -0.080 0.262
C -0.719 -0.377 0.005
C 2.049 -0.753 0.122
C 0.952 1.278 -0.137
H -2.360 0.161 -0.881
H -2.848 -0.833 0.667
H -2.342 0.856 0.902
H 2.971 -0.710 -0.274
H 1.496 2.143 -0.570
N -0.090 -1.536 0.106
N 1.231 -1.571 -0.342
N -0.146 0.866 -0.464
O 1.908 0.556 0.603
*
```

- SMILES = CC1=NN=COC=N1
- orbital gap (eV) = 10.135

=====

3.
Computed, not measured: the molecule C4H5N3O2, with wB97M-V/def2-TZVPD.

Geometry as ORCA input:
```
! RIJCOSX wB97M-V def2-TZVPD def2/J DEFGRID3
* xyz 0 1
C -1.382 0.676 -0.122
C 1.035 -0.460 -0.046
C 0.172 -0.381 1.330
C 1.604 0.885 -0.395
H -1.815 -0.609 -1.603
H 0.632 -0.833 -1.906
H 1.912 -1.176 0.362
H -0.229 -1.379 1.594
H 0.801 -0.114 2.354
N -0.928 0.125 -1.187
N 0.088 -0.690 -1.058
N 1.399 2.298 -0.328
O -2.586 0.996 -0.032
O -0.704 0.664 1.039
*
```

- SMILES = N#C[C@H]1COC(=O)NN1
- orbital gap (eV) = 8.771

=====

4.
Computed, not measured: a 2-piece molecular cluster, C4H5N3O3S overall, with wB97M-V/def2-TZVPD.

Geometry as ORCA input:
```
! RIJCOSX wB97M-V def2-TZVPD def2/J DEFGRID3
* xyz 0 1
C 1.414 1.158 2.630
C 2.252 -1.151 2.438
C 1.239 0.233 -1.269
C 2.151 0.120 1.881
N 0.657 1.728 3.239
N 2.319 -2.164 2.988
N -1.106 0.547 0.860
O 1.143 2.451 0.155
O 3.243 1.962 -1.073
O 2.535 0.354 0.639
S 2.001 1.538 -0.471
H 1.942 -0.441 -1.985
H -1.917 0.485 1.550
H 0.099 0.270 -1.308
H -1.399 0.911 -0.097
H -0.652 1.386 1.217
*
```

- orbital gap (alpha / beta) (eV) = 8.705 / 7.120

=====

5.
Computed, not measured: the molecule C4H5N3OS2, with wB97M-V/def2-TZVPD.

Geometry as ORCA input:
```
! RIJCOSX wB97M-V def2-TZVPD def2/J DEFGRID3
* xyz 0 1
O -1.218 1.496 -1.244
S 2.488 -2.025 2.184
S 0.885 -2.402 -0.198
C -0.518 1.370 -0.261
C 1.449 -1.438 1.077
C -0.036 -1.060 -0.808
C 0.138 0.096 -0.059
N -0.573 2.198 0.757
N -0.784 -1.110 -2.047
N 0.940 -0.152 1.055
H -0.376 1.802 1.673
H -1.102 3.036 0.595
H -1.264 -2.021 -2.182
H -1.353 -0.290 -2.269
H 1.325 0.500 1.728
*
```

- SMILES = NC(=O)c1[nH]c(=S)sc1N
- orbital gap (eV) = 8.172

=====

6.
Computed, not measured: the molecule C4H5N3S, with wB97M-V/def2-TZVPD.

Geometry as ORCA input:
```
! RIJCOSX wB97M-V def2-TZVPD def2/J DEFGRID3
* xyz 0 1
C 1.242 -1.124 -0.052
C 1.049 0.248 0.074
C 0.163 -1.960 -0.080
C -1.489 -0.268 -0.046
N -1.024 -1.486 -0.034
N -0.142 0.830 0.061
N -0.349 2.133 -0.051
S -2.939 0.278 -0.125
H 2.282 -1.418 -0.235
H 2.056 0.772 0.118
H 0.283 -3.099 -0.163
H 0.185 2.738 0.597
H -1.316 2.356 -0.066
*
```

- SMILES = Nn1cccnc1=S
- orbital gap (alpha / beta) (eV) = 8.001 / 8.001

=====

7.
Computed, not measured: a 2-piece molecular cluster, C4H5N4 overall, with wB97M-V/def2-TZVPD.

Geometry as ORCA input:
```
! RIJCOSX wB97M-V def2-TZVPD def2/J DEFGRID3
* xyz 1 1
C 2.583 0.685 -0.709
C -1.548 -1.192 -0.147
C -1.044 -1.627 1.028
C 1.271 -1.054 1.738
N 3.714 0.875 -1.055
N -0.612 -0.549 -0.951
N 0.468 -0.630 -0.378
N 0.286 -1.151 0.920
H -2.600 -1.396 -0.322
H -1.295 -2.049 1.975
H 2.321 -0.655 1.663
H 1.063 -1.374 2.765
H 1.699 1.278 -0.691
*
```

- orbital gap (eV) = 7.675

=====

8.
Computed, not measured: C4H5N5 as an isolated structure, with wB97M-V/def2-TZVPD.

Geometry as ORCA input:
```
! RIJCOSX wB97M-V def2-TZVPD def2/J DEFGRID3
* xyz 0 1
C 1.278 -0.753 0.300
C 0.969 0.839 -1.283
C -1.229 -0.985 1.064
C -0.058 -0.303 0.755
H 2.154 -0.459 0.947
H 1.012 -1.982 0.399
H 1.392 1.378 -1.941
H -0.888 1.469 -1.812
H -1.308 -2.151 1.316
N 1.673 -0.191 -0.956
N -0.099 1.652 -0.754
N -0.674 0.873 0.349
N -1.923 0.822 0.562
N -2.299 -0.211 1.055
*
```

- orbital gap (eV) = 9.765

=====

9.
Computed, not measured: the molecule C4H5NO, with wB97M-V/def2-TZVPD.

Geometry as ORCA input:
```
! RIJCOSX wB97M-V def2-TZVPD def2/J DEFGRID3
* xyz 0 1
C 0.357 -1.327 -0.041
C 0.364 1.427 -0.438
C -0.767 0.887 0.342
C -0.727 -0.411 0.567
H -0.092 -2.105 -0.669
H 0.907 -1.792 0.861
H 0.520 2.481 -0.521
H -1.562 1.539 0.641
H -1.569 -0.849 1.163
N 1.280 0.760 -1.020
O 1.288 -0.610 -0.885
*
```

- SMILES = C1=CCON=C1
- orbital gap (eV) = 9.614

=====

10.
Computed, not measured: the molecule C4H5NO, with wB97M-V/def2-TZVPD.

Geometry as ORCA input:
```
! RIJCOSX wB97M-V def2-TZVPD def2/J DEFGRID3
* xyz 0 1
O 2.163 -0.273 0.427
C 0.850 -0.042 0.386
C 0.097 -0.582 -0.767
N -1.233 -0.297 -0.399
C -1.171 0.587 0.648
C 0.101 0.838 1.163
H 2.485 0.340 1.107
H 0.297 -1.465 -1.375
H -2.032 -0.505 -0.977
H -2.119 1.022 0.967
H 0.563 0.378 -1.179
*
```

- SMILES = OC1=C=CNC1
- orbital gap (eV) = 8.412

=====

11.
Computed, not measured: the molecule C4H5NO, with wB97M-V/def2-TZVPD.

Geometry as ORCA input:
```
! RIJCOSX wB97M-V def2-TZVPD def2/J DEFGRID3
* xyz 0 1
C 0.953 0.333 -0.514
C 0.140 -0.576 0.218
C 2.250 0.111 -0.344
C -1.308 -0.387 0.011
N 3.393 0.223 0.050
O 0.767 -1.400 0.829
H 0.742 1.243 -1.116
H -1.944 -0.274 0.928
H -1.830 -1.203 -0.513
H -1.348 0.561 -0.478
H 4.192 -0.372 -0.146
*
```

- SMILES = CC(=O)C=C=N
- orbital gap (eV) = 9.686

=====

12.
Computed, not measured: the molecule C4H5NO, with wB97M-V/def2-TZVPD.

Geometry as ORCA input:
```
! RIJCOSX wB97M-V def2-TZVPD def2/J DEFGRID3
* xyz 0 1
N -2.023 0.851 -0.094
C -0.795 0.706 -0.292
C -0.211 -0.490 -0.921
C 0.828 -0.801 -0.167
C 1.004 0.249 0.903
O 0.101 1.288 0.553
H -2.555 0.315 -0.767
H -0.625 -1.011 -1.772
H 1.502 -1.634 -0.282
H 2.002 0.668 0.930
H 0.754 -0.147 1.902
*
```

- SMILES = [H]/N=C1\C=CCO1
- orbital gap (eV) = 10.447

=====

Strongest force on any atom (eV/A)
3.9 4.3 14.6 5.1 3.5 4.8 6.7 9.0 2.1 1.6 3.0 1.9
Electronic energy (eV)
-10743.6177 -10743.0846 -12786.7753 -25670.9773 -32417.6103 -19531.8767 -10176.4479 -11673.1325 -7763.6131 -7763.0915 -7764.6012 -7765.2032